Computed, not measured: a molecular structure, C35H54ClN2O2S3SbSi3Ti, with ωB97M-V with the def2-TZVPD basis set.

Output
Total charge: 0
Max |F| (Eh/bohr): 0.014
Highest occupied orbital energy (alpha / beta) (eV): -5.8 / -7.3
⟨S²⟩: 2.03
2S+1: 3
E_tot (Eh): -5239.1304
HOMO-LUMO gap (alpha / beta) (eV): 5.988 / 7.349
LUMO (alpha / beta) (eV): 0.17 / 0.10

```
102
C35H54ClN2O2S3SbSi3Ti, DFT ωB97M-V with the def2-TZVPD basis set
Sb -2.49 0.73 0.65
Ti 0.79 0.28 0.25
Cl 7.18 0.72 -3.00
S 0.11 -2.74 0.99
S 2.76 -1.61 2.48
S 3.36 -3.41 -0.47
Si -0.49 2.48 2.48
Si -2.04 -0.86 -2.70
Si -3.58 1.86 -2.06
O 2.54 0.97 0.60
O 1.25 -0.82 -1.23
N -1.99 -0.70 3.28
N 0.14 1.86 -1.13
C 0.65 -4.06 -0.14
C 0.57 -3.36 2.62
C 5.79 0.78 -1.94
C -2.22 -2.49 -1.80
C 3.58 0.88 -0.24
C 2.02 -3.15 3.07
C -5.17 1.02 -1.49
C 0.29 2.94 -3.67
C -3.86 2.36 -3.86
C -0.84 1.58 -2.01
C 4.45 -3.37 0.96
C 1.17 2.80 3.31
C 3.50 0.12 -1.45
C -2.17 -1.39 4.40
C 5.86 1.54 -0.77
C 0.04 -0.95 5.14
C -2.03 0.76 -1.63
C 0.24 -0.25 3.97
C -3.40 -0.91 -4.02
C -3.43 -1.20 0.75
C 4.37 -2.10 1.81
C -0.80 -0.13 3.03
C -1.84 2.76 3.76
C 1.13 2.70 -1.47
C 4.65 0.09 -2.28
C 2.38 -0.63 -1.89
C -0.64 0.69 1.81
C -0.74 2.10 -3.32
C 2.07 -4.60 0.00
C -1.20 -1.55 5.37
C -0.47 -1.12 -3.73
C -0.64 3.83 1.18
C 1.24 3.28 -2.71
C -3.45 3.56 -1.25
C 4.75 1.57 0.06
H -2.74 -2.02 0.88
H 4.66 -1.24 1.21
H -5.32 1.09 -0.42
H -4.08 -1.13 1.62
H 5.47 -3.44 0.58
H 0.31 4.01 0.70
H -1.76 3.77 4.17
H 2.65 -3.97 2.72
H -4.87 2.78 -3.89
H -3.25 -2.74 -1.54
H -0.95 4.75 1.68
H 4.62 -0.48 -3.20
H 1.23 2.40 4.32
H 0.36 3.32 -4.68
H 0.23 -1.74 -3.17
H 2.25 -4.96 1.01
H 6.76 2.08 -0.52
H -3.12 -0.31 -4.89
H -3.54 3.55 -0.16
H -3.82 1.57 -4.60
H -3.15 -1.84 4.53
H -1.38 3.61 0.41
H -2.83 2.65 3.32
H 2.16 -5.46 -0.67
H 0.06 -0.23 -4.05
H 1.87 2.90 -0.71
H -3.18 3.17 -4.15
H 4.77 2.14 0.98
H -6.01 1.53 -1.98
H -2.50 4.04 -1.51
H 5.09 -2.19 2.63
H -0.78 -1.67 -4.62
H 2.07 3.95 -2.93
H -3.45 -1.95 -4.35
H -4.04 -1.33 -0.14
H -1.86 -3.25 -2.50
H -1.75 2.05 4.59
H -4.40 -0.61 -3.70
H 0.51 -3.63 -1.13
H 4.29 -4.27 1.55
H 0.30 -4.41 2.69
H -4.25 4.18 -1.66
H 1.20 0.20 3.76
H -1.40 -2.11 6.28
H 2.47 -1.16 -2.84
H -0.10 -2.82 3.29
H 0.84 -1.03 5.87
H -1.63 -2.55 -0.89
H 2.05 -3.18 4.16
H -1.48 1.81 -4.05
H 1.33 3.88 3.37
H -5.22 -0.03 -1.77
H 1.99 2.37 2.72
H -0.06 -4.89 -0.04
```

Atom charges from the Mulliken analysis, given in e for atoms 1 to 99: 0.37 -0.52 -0.25 0.54 0.23 0.09 1.25 1.10 1.03 -0.03 -0.04 -0.20 2.13 -0.84 -0.81 0.15 -0.59 0.14 -1.39 -1.22 -1.30 -1.42 -1.85 -1.05 -1.17 1.47 -0.65 -0.73 -1.05 1.76 -0.83 -1.53 -1.31 -0.41 -0.28 -1.28 -0.95 -1.69 -0.81 0.90 -1.06 -0.92 -0.77 -0.83 -0.73 -1.50 -1.25 -0.54 0.22 0.01 0.28 0.53 0.49 0.24 0.47 0.58 0.44 0.48 0.54 0.48 0.33 0.49 -0.21 0.34 0.46 0.36 0.24 0.41 0.46 -0.36 0.24 0.59 0.30 0.82 0.38 0.40 0.48 0.31 0.62 0.65 0.51 0.41 0.38 0.45 0.27 0.29 0.02 0.51 0.87 0.49 1.04 0.42 0.19 -0.18 0.44 -0.61 0.63 0.91 0.49